1.
Molecular formula: C16H25O12S
Method: DFT, wB97M-V/def2-TZVPD

Structure (XYZ):
```
54
Properties=species:S:1:pos:R:3:forces:R:3
C 2.971 0.666 2.166 -0.64 -0.84 -0.62
C 3.228 -0.655 1.290 -0.43 0.35 1.45
C 2.553 -1.848 2.054 0.08 0.40 -0.54
O 1.132 -1.808 1.726 1.06 -0.88 -0.99
O 0.414 -1.396 2.848 -1.42 0.31 1.78
S -0.677 -0.213 2.263 -0.19 1.90 -0.94
O -0.356 0.980 3.050 -0.47 -1.45 -0.02
O -2.167 -0.790 2.706 1.39 -0.41 0.26
C -3.132 -0.432 1.693 -2.24 4.17 -2.68
O -3.814 -1.282 1.129 0.84 -1.37 1.16
O -3.248 0.833 1.423 1.36 -2.61 1.61
H 3.913 1.133 2.533 -0.68 -0.20 -0.50
H 2.354 0.375 3.057 0.52 0.54 -0.80
H 2.349 1.343 1.532 0.69 -0.12 0.86
H 4.316 -0.768 1.128 -0.91 -0.30 0.38
H 2.747 -0.562 0.284 0.46 -0.15 0.91
H 2.642 -1.748 3.169 0.08 -0.23 -1.07
H 2.901 -2.861 1.710 -0.28 0.90 0.34
O 5.115 -0.519 -0.698 0.80 0.28 -0.30
C 6.282 -0.777 -0.753 -0.60 0.05 -0.48
O 7.248 -0.043 -0.136 -0.12 -0.10 0.03
C 8.540 -0.555 -0.490 0.28 0.03 0.06
C 8.298 -1.986 -0.925 0.20 -0.36 -0.14
C 6.907 -1.909 -1.533 0.45 -0.27 0.32
H 8.949 0.061 -1.296 -0.03 -0.01 0.01
H 9.205 -0.495 0.371 -0.16 0.18 0.03
H 9.058 -2.363 -1.611 0.02 0.08 0.05
H 8.280 -2.641 -0.051 0.03 0.05 -0.04
H 6.938 -1.637 -2.590 -0.14 -0.03 0.02
H 6.352 -2.834 -1.392 -0.21 0.18 -0.20
O -8.203 -4.068 -2.177 0.08 -0.05 0.33
C -7.565 -3.147 -1.741 -0.38 -0.08 -0.18
O -7.372 -2.924 -0.422 -0.18 -0.22 -0.50
C -6.659 -1.683 -0.239 0.35 0.32 0.53
C -5.950 -1.437 -1.551 0.25 0.18 -0.27
C -6.906 -2.058 -2.557 0.52 0.12 0.20
H -7.383 -0.898 -0.004 -0.06 -0.07 -0.06
H -5.959 -1.777 0.589 -0.09 -0.09 -0.05
H -5.738 -0.385 -1.735 0.01 -0.04 0.14
H -5.000 -1.977 -1.565 -0.03 0.10 0.13
H -7.671 -1.349 -2.884 -0.04 -0.12 -0.09
H -6.379 -2.475 -3.412 -0.33 -0.04 -0.11
O -0.787 2.026 -0.366 0.88 0.02 -0.23
C -1.414 3.031 -0.441 -0.62 -0.63 0.42
O -0.860 4.281 -0.456 0.11 0.03 -0.10
C -1.902 5.262 -0.441 -0.06 0.22 0.00
C -3.132 4.548 -0.967 -0.42 0.00 -0.15
C -2.918 3.121 -0.481 -0.21 0.80 -0.37
H -2.034 5.614 0.587 -0.01 -0.03 -0.01
H -1.617 6.107 -1.069 0.20 -0.07 0.08
H -4.067 4.993 -0.624 0.08 0.05 0.02
H -3.131 4.568 -2.061 0.01 0.08 0.05
H -3.312 2.967 0.525 0.10 -0.33 -0.06
H -3.336 2.391 -1.169 0.08 -0.24 0.33
```
Forces are in eV/Å.

Properties
* energy above the lowest of the compared OMol25 structures with the same formula, charge and spin: 111.3 kJ/mol
* frontier orbital gap: 7.009 eV
* charge: -1
* E_HOMO: -5.03 eV


2.
Molecular formula: C16H25OsS
Method: DFT, wB97M-V/def2-TZVPD

Structure (XYZ):
```
43
Properties=species:S:1:pos:R:3:forces:R:3
C -0.413 -2.733 -1.887 -0.46 -3.24 -0.81
C -1.372 -3.661 -1.134 -0.30 -0.45 0.53
C -0.938 -2.618 -3.312 -0.17 0.04 -0.47
C 0.836 -3.608 -1.973 0.46 -0.23 -0.01
H -1.037 -3.630 -3.738 0.04 0.27 0.10
H -0.239 -2.063 -3.931 -0.10 0.05 -0.33
H -1.917 -2.147 -3.353 0.01 0.00 -0.27
H -1.311 -4.677 -1.573 -0.10 0.50 0.20
H -2.418 -3.348 -1.199 0.11 -0.10 0.16
H -1.060 -3.753 -0.076 -0.31 -0.07 -0.41
H 0.568 -4.604 -2.354 0.03 0.30 0.06
H 1.260 -3.755 -0.978 0.17 -0.11 -0.14
H 1.573 -3.205 -2.659 0.30 -0.07 0.08
C -1.301 0.976 -0.244 -1.56 1.46 0.90
C -1.923 0.564 -1.451 -1.58 1.30 0.33
C -2.434 -0.749 -1.240 -0.65 0.22 0.87
H -2.035 1.162 -2.354 -0.04 -0.20 0.32
C -2.063 -1.157 0.096 -0.64 0.66 -0.03
C -1.315 -0.096 0.683 -1.37 1.02 1.21
H -0.888 -0.099 1.690 -0.15 -0.02 -0.53
H -0.931 1.980 -0.034 -0.25 -0.60 -0.16
H -3.017 -1.310 -1.958 0.15 0.01 0.25
H -2.305 -2.084 0.601 0.11 0.18 -0.30
C 1.657 -0.104 -0.184 1.66 1.39 0.14
C 1.115 0.993 -0.919 1.96 1.19 -0.08
C 0.978 0.618 -2.285 1.65 1.32 -0.37
H 0.926 1.985 -0.515 0.08 -0.53 -0.20
C 1.532 -0.687 -2.426 1.00 0.38 0.34
C 1.965 -1.126 -1.115 0.52 0.56 -0.54
H 2.464 -2.052 -0.873 -0.21 0.07 -0.11
H 1.873 -0.126 0.883 -0.14 0.02 -0.36
H 0.584 1.232 -3.090 0.15 -0.15 0.24
H 1.631 -1.221 -3.362 -0.03 0.00 0.26
Os -0.239 -0.885 -1.158 -0.38 -5.11 -0.93
C -0.206 -0.637 4.692 -0.48 -0.21 0.25
S 0.664 -1.461 3.353 0.25 -0.24 0.02
C 2.275 -0.693 3.587 0.05 0.16 -0.33
H -1.233 -0.473 4.346 0.18 0.08 0.30
H 0.273 0.318 4.921 -0.17 -0.10 -0.06
H -0.224 -1.275 5.587 0.02 0.32 -0.27
H 2.170 0.365 3.313 0.34 -0.19 0.19
H 2.641 -0.796 4.611 -0.11 -0.01 -0.13
H 2.976 -1.189 2.911 -0.01 0.13 0.10
```
Forces are in eV/Å.

Properties
* spin multiplicity: 5
* frontier orbital gap (alpha / beta): 7.146 / 5.531 eV
* charge: +1
* E_HOMO (alpha / beta): -9.43 / -11.41 eV


3.
Molecular formula: C16H26F10N2O8S
Method: DFT, wB97M-V/def2-TZVPD

Structure (XYZ):
```
63
Properties=species:S:1:pos:R:3:forces:R:3
C -4.210 -3.150 2.200 0.29 -0.05 -0.25
C -3.986 -1.677 2.524 -0.77 0.14 -0.20
C -5.129 -1.007 3.334 0.60 -0.58 0.73
N -6.400 -1.761 3.330 0.22 0.27 -0.20
N -7.526 -1.008 2.793 -0.27 0.01 -0.11
C -8.720 -1.874 2.922 0.37 -0.21 0.41
S -7.307 -0.597 1.209 -0.56 -0.73 -0.91
O -6.359 -1.417 0.540 0.32 0.28 0.30
O -8.573 -0.376 0.602 0.10 0.33 0.40
F -6.651 0.804 1.388 0.13 0.10 0.05
H -3.462 -3.449 1.463 0.06 -0.11 0.11
H -5.180 -3.348 1.758 -0.08 0.11 0.06
H -4.088 -3.786 3.079 -0.07 0.01 0.03
H -3.884 -1.111 1.598 0.26 -0.14 -0.06
H -3.064 -1.605 3.101 0.07 0.30 -0.11
H -4.792 -0.988 4.374 -0.11 0.10 0.05
H -5.268 0.035 3.053 -0.06 -0.02 -0.06
H -6.659 -1.908 4.297 -0.21 0.07 -0.04
H -8.909 -1.993 3.989 -0.04 0.12 0.01
H -9.581 -1.423 2.449 0.02 0.02 -0.06
H -8.481 -2.863 2.523 -0.23 0.00 -0.16
C -2.345 1.420 -0.014 0.05 0.13 0.31
C -0.982 1.043 -0.549 -0.42 -0.17 -0.37
O 0.069 1.720 0.175 0.15 0.02 0.03
C 0.420 1.184 1.332 -0.21 -0.11 -0.27
O -0.041 0.207 1.844 0.09 0.03 0.13
C 1.580 1.993 1.941 0.07 0.11 0.14
F 1.356 3.307 1.862 -0.02 0.04 -0.02
F 2.719 1.728 1.284 0.03 -0.04 -0.07
F 1.756 1.677 3.219 -0.01 -0.06 0.04
H -2.475 2.502 -0.026 -0.01 0.00 -0.11
H -3.129 0.964 -0.617 0.03 -0.02 -0.03
H -2.466 1.087 1.017 -0.01 -0.09 -0.03
H -0.877 1.361 -1.583 0.18 0.11 0.05
H -0.821 -0.034 -0.520 0.10 0.01 0.17
C 3.559 0.698 -3.573 -0.40 -0.39 0.10
C 2.985 0.098 -4.838 0.28 0.41 -0.05
O 2.490 -1.239 -4.608 -0.09 -0.11 -0.08
C 1.294 -1.321 -4.052 0.22 0.26 -0.08
O 0.595 -0.409 -3.721 -0.18 -0.08 0.08
C 0.887 -2.799 -3.908 -0.05 -0.16 0.09
F 1.891 -3.537 -3.427 0.04 -0.01 0.01
F 0.540 -3.296 -5.101 0.00 0.02 -0.08
F -0.150 -2.922 -3.087 -0.06 0.05 0.03
H 4.328 0.049 -3.155 0.10 0.05 -0.08
H 3.987 1.668 -3.786 0.00 0.08 -0.10
H 2.782 0.819 -2.817 -0.01 0.07 -0.04
H 3.755 -0.006 -5.599 -0.01 -0.20 0.02
H 2.193 0.721 -5.252 -0.14 -0.11 0.08
C 7.183 2.308 1.673 -0.07 0.20 -0.20
C 7.435 1.078 0.830 0.08 -0.09 0.51
O 6.934 1.251 -0.511 -0.02 -0.05 -0.15
C 7.711 1.927 -1.343 0.04 -0.14 0.33
O 8.780 2.404 -1.106 0.01 0.06 -0.13
C 7.043 1.983 -2.728 -0.08 0.11 -0.23
F 5.743 2.288 -2.625 0.22 0.15 0.14
F 7.139 0.793 -3.339 0.00 -0.09 0.06
F 7.621 2.889 -3.505 0.07 0.06 0.05
H 6.122 2.563 1.665 -0.02 -0.08 0.07
H 7.494 2.129 2.701 0.00 -0.04 0.00
H 7.733 3.166 1.290 0.08 -0.04 0.03
H 6.895 0.223 1.231 -0.11 -0.01 -0.16
H 8.493 0.818 0.799 0.02 0.10 -0.16
```
Forces are in eV/Å.

Properties
* frontier orbital gap: 9.823 eV
* charge: 0
* E_HOMO: -9.28 eV
* SMILES: CCCNN(C)S(=O)(=O)F.CCOC(=O)C(F)(F)F.CCOC(=O)C(F)(F)F.CCOC(=O)C(F)(F)F


4.
Molecular formula: C16H26HfN2OSi
Method: DFT, wB97M-V/def2-TZVPD

Structure (XYZ):
```
47
Properties=species:S:1:pos:R:3:forces:R:3
C -0.754 1.984 1.039 0.09 1.15 -1.42
C 0.031 -1.977 1.631 0.01 -0.61 -0.85
H 0.124 2.420 1.522 -0.05 0.02 -0.02
H -1.549 1.890 1.790 0.19 -0.21 -0.23
H -1.109 2.796 0.358 -0.05 -0.20 0.34
H 0.747 -2.260 0.840 -0.11 -0.07 0.37
H 0.350 -2.477 2.551 -0.14 0.22 -0.28
H -0.977 -2.335 1.362 0.24 0.15 0.22
C 0.823 2.775 -1.773 -0.20 -0.74 -0.67
C 1.074 3.519 -2.921 0.07 0.04 0.22
C 1.146 2.875 -4.161 -0.08 0.22 0.49
C 0.989 1.499 -4.223 -0.17 -0.85 0.39
H 0.795 3.204 -0.769 -0.12 -0.06 -0.44
H 1.203 4.597 -2.825 0.05 -0.32 -0.10
H 1.329 3.443 -5.067 0.00 -0.04 0.12
H 1.058 0.955 -5.159 0.05 0.36 0.05
N 0.576 1.433 -1.858 0.73 0.35 -1.22
C 0.707 0.770 -3.065 0.15 1.87 0.30
C 0.521 -0.682 -3.049 -0.38 -2.11 0.48
N 0.135 -1.255 -1.849 0.53 -0.75 -1.79
C -0.135 -2.591 -1.770 0.61 0.91 -0.93
C 0.477 -2.868 -4.084 -0.02 0.00 0.27
C 0.061 -3.417 -2.869 -0.19 -0.08 0.25
H -0.489 -2.956 -0.807 0.11 -0.03 -0.37
H -0.124 -4.481 -2.761 0.01 0.16 -0.12
C 0.698 -1.499 -4.171 0.00 0.83 0.17
H 1.009 -1.024 -5.102 -0.10 -0.44 0.20
H 0.622 -3.500 -4.960 -0.04 0.14 0.26
Hf -0.357 0.240 -0.315 -0.79 0.61 4.45
C -2.431 -0.036 -0.611 -0.92 -0.21 -0.24
H -2.698 -1.079 -0.842 -0.03 0.17 -0.03
H -2.787 0.586 -1.451 0.00 -0.15 0.13
H -3.004 0.268 0.280 0.19 -0.05 -0.24
C 1.583 -1.025 4.188 0.09 -0.13 -0.27
Si 0.111 -0.122 3.480 -0.22 0.31 1.09
C -1.525 -0.754 4.121 0.07 0.04 -0.12
C 0.359 1.681 3.841 -0.06 0.08 -0.12
O 0.041 -0.529 1.734 0.25 -0.51 -0.33
H 1.615 -0.847 5.275 -0.07 0.01 -0.33
H 2.514 -0.626 3.760 -0.16 -0.11 0.14
H 1.577 -2.110 4.038 0.10 0.21 0.18
H -1.558 -0.632 5.215 0.04 -0.04 -0.31
H -2.364 -0.184 3.702 0.14 -0.10 0.09
H -1.687 -1.815 3.899 -0.02 0.15 0.12
H 1.247 2.066 3.327 -0.13 0.04 0.20
H -0.504 2.301 3.583 0.27 -0.10 0.18
H 0.529 1.778 4.925 0.01 -0.15 -0.26
```
Forces are in eV/Å.

Properties
* energy above the lowest of the compared OMol25 structures with the same formula, charge and spin: 0.0 kJ/mol
* frontier orbital gap: 7.511 eV
* charge: +2
* E_HOMO: -15.38 eV


> What is the formula in the first record?

C16H25O12S


> Which formula does entry 2 have?

C16H25OsS


> Among the records above, which one has the highest charge?

C16H26HfN2OSi